# C12H24ClIN2O3PTl

A structure of composition C12H24ClIN2O3PTl in a non-equilibrium geometry (wB97M-V/def2-TZVPD, OMol25).

Output
total energy: -2077.94180 a.u.
HOMO (alpha / beta): -14.170 / -14.162 eV
strongest force on any atom: 0.075 hartree/bohr
orbital gap (alpha / beta): 2.64 / 2.81 eV

Geometry as ORCA input:
```
! wB97M-V def2-TZVPD RIJCOSX def2/J DEFGRID3
* xyz 2 1
C -3.8853 2.9013 -6.0348
C -3.6372 1.8117 -5.0276
H -4.7249 2.6101 -6.6792
H -2.9963 3.0532 -6.6573
H -4.1376 3.8382 -5.5245
O -4.2311 0.7777 -4.8682
I -1.9351 2.2746 -3.7353
Tl -0.9024 0.8141 -0.7862
P 1.4471 -0.9223 -1.5389
C 1.8270 -2.7213 -1.5485
C 1.1519 -0.6544 -3.3434
H 3.0808 0.8452 -1.4660
H 3.8030 -0.6371 -2.2168
H 3.5689 -0.5301 -0.4332
C 3.1593 -0.2483 -1.4127
H 1.0183 0.4213 -3.5125
H 1.9929 -1.0394 -3.9402
H 2.5781 -2.9811 -2.3085
H 0.9072 -3.2833 -1.7435
H 0.2236 -1.1645 -3.6289
H 2.2017 -3.0056 -0.5583
C -0.6115 -2.3848 0.5876
O -0.6390 -3.0632 1.5067
Cl 0.7193 2.7347 -1.4644
C 2.8159 0.7205 3.6238
N 1.4312 0.5880 4.0484
C 1.2198 0.5909 5.4784
C -0.2265 0.7281 5.8702
C -1.0577 -0.0933 4.9187
N -0.8650 0.4727 3.6045
C -1.9621 0.4627 2.6652
C 0.4204 0.5877 3.1005
O 0.6445 0.6929 1.8731
H 3.4419 -0.1145 3.9920
H 3.2445 1.6614 4.0156
H 2.9000 0.7493 2.5316
H 1.6175 -0.3471 5.8930
H 1.7762 1.4122 5.9459
H -0.5381 1.7761 5.8000
H -0.3831 0.4128 6.9056
H -2.1138 -0.0771 5.1973
H -0.7364 -1.1452 4.9842
H -2.2672 -0.5572 2.3827
H -2.8464 0.9572 3.0970
H -1.6675 1.0037 1.7598
*
```